DFT (ωB97M-V/def2-TZVPD) results for C17H34NO2PReSi as an isolated structure.

Geometry (Å):
Re (0.26, 0.03, -0.09)
Si (0.26, 0.32, -2.42)
P (1.69, 1.78, -0.04)
N (-1.05, 1.09, 0.50)
H (1.10, -1.97, -0.22)
C (2.34, 2.27, 1.61)
H (2.85, 3.24, 1.54)
H (3.05, 1.51, 1.96)
H (1.51, 2.35, 2.32)
C (3.27, 1.75, -1.00)
H (3.86, 2.65, -0.75)
H (3.07, 1.74, -2.08)
H (3.86, 0.86, -0.73)
C (1.01, 3.43, -0.53)
H (1.81, 4.18, -0.51)
H (0.23, 3.73, 0.18)
H (0.57, 3.39, -1.53)
C (1.38, -0.72, -3.55)
H (1.32, -1.79, -3.28)
H (2.42, -0.38, -3.49)
H (1.02, -0.61, -4.58)
H (-1.07, 0.01, -3.03)
H (0.53, 1.69, -2.95)
C (-2.11, 1.89, 0.65)
C (-3.92, 2.80, 1.99)
C (-2.79, 2.01, 1.90)
C (-2.60, 2.63, -0.48)
C (-3.74, 3.41, -0.35)
C (-4.41, 3.50, 0.88)
H (-4.44, 2.88, 2.95)
H (-2.36, 1.47, 2.75)
H (-2.04, 2.55, -1.42)
H (-4.12, 3.95, -1.22)
H (-5.31, 4.12, 0.97)
C (1.98, -1.80, 0.56)
O (1.61, -0.60, 1.22)
C (1.98, -2.90, 1.62)
H (2.57, -3.76, 1.27)
H (0.94, -3.23, 1.79)
H (2.39, -2.53, 2.57)
C (3.28, -1.69, -0.22)
H (4.01, -1.06, 0.31)
H (3.13, -1.30, -1.23)
H (3.72, -2.70, -0.32)
C (-2.91, -2.92, 0.60)
C (-3.65, -1.80, -0.10)
C (-2.63, -1.22, -1.06)
O (-1.28, -1.47, -0.37)
C (-1.44, -2.51, 0.65)
H (-3.28, -3.15, 1.60)
H (-2.99, -3.83, -0.01)
H (-3.95, -1.03, 0.62)
H (-4.55, -2.14, -0.62)
H (-2.55, -1.73, -2.02)
H (-2.71, -0.14, -1.24)
H (-1.14, -2.09, 1.62)
H (-0.76, -3.33, 0.38)

Computed properties:
- Spin multiplicity: 4
- HOMO (alpha / beta): -5.3 / -7.4 eV
- Expectation value of S²: 3.78
- LUMO level (alpha / beta): 0.61 / -0.27 eV



DFT (ωB97M-V/def2-TZVPD) results for the molecule C4H8N2O.

Geometry (Å):
N (1.40, -1.64, 0.68)
C (0.93, -0.33, 0.31)
C (0.55, -0.16, -1.18)
C (-0.52, 0.86, -0.77)
C (-0.49, 0.21, 0.58)
N (-1.45, 0.13, 1.41)
O (-2.48, 0.88, 0.79)
H (2.22, -1.84, 0.10)
H (1.73, -1.67, 1.64)
H (1.62, 0.49, 0.58)
H (0.06, -1.08, -1.50)
H (1.31, 0.14, -1.90)
H (-1.48, 0.86, -1.30)
H (-0.16, 1.89, -0.68)
H (-3.23, 0.89, 1.39)

Computed properties:
- Structure (SMILES): N[C@H]1CC/C1=N\O
- HOMO: -9.4 eV
- ΔE to the lowest compared entry with this formula, charge and spin: 86.4 kcal per mole
- LUMO level: 0.95 eV



DFT (ωB97M-V/def2-TZVPD) results for the molecule C4H8S2.

Geometry (Å):
C (0.36, 1.65, 0.44)
C (0.76, 0.47, -0.27)
S (2.25, -0.43, -0.14)
C (-0.49, -0.54, -0.25)
C (-1.27, -0.86, 0.92)
S (-2.06, 0.04, -0.42)
H (0.27, 1.35, 1.49)
H (-0.72, 2.04, 0.21)
H (1.08, 2.45, 0.21)
H (0.84, 0.67, -1.27)
H (2.25, -1.01, 1.10)
H (0.00, -1.56, -0.67)
H (-1.31, -0.13, 1.80)
H (-1.56, -1.93, 1.15)

Computed properties:
- Structure (SMILES): C[C@@H](S)[C@H]1CS1
- HOMO: -8.8 eV
- ΔE to the lowest compared entry with this formula, charge and spin: 54.8 kcal per mole
- LUMO level: 0.76 eV



We obtain E_tot values of -43059.294; -9302.647; -25946.037 eV for the records listed above, in that order.